A single C16H18N2O3S molecule. Source: the OMol25 dataset; level of theory: the ωB97M-V functional and the def2-TZVPD basis.

Geometry (Å):
S  1.2556  1.4562  -1.0785
O  0.3871  0.2188  2.0960
O  1.3365  2.6365  -1.8859
O  -0.0471  0.8609  -0.9511
N  -1.4458  1.4928  1.7078
N  1.8569  1.8578  0.4528
C  -4.0541  0.2148  0.0894
C  1.3261  -1.8499  -0.9170
C  -2.4100  0.4382  1.9830
C  -2.4996  -1.7346  -1.1049
C  -0.1245  1.2498  1.7030
C  3.0852  -2.1555  1.1997
C  2.3710  -0.9474  -0.7572
C  2.4749  0.2282  -1.6587
C  0.7654  2.4076  1.2369
C  -4.4512  -0.3447  -1.1124
C  -2.1025  -1.1776  0.0963
C  2.0395  -3.0470  1.0367
C  3.2497  -1.1093  0.3093
C  1.1635  -2.8941  -0.0247
C  -2.8811  -0.2014  0.7033
C  -3.6734  -1.3201  -1.7112
H  4.0696  -0.4158  0.4368
H  1.9053  -3.8571  1.7373
H  1.1840  2.9186  2.1093
H  -4.6630  0.9778  0.5554
H  2.2001  0.0099  -2.6875
H  -3.9819  -1.7550  -2.6509
H  -1.8934  -2.4965  -1.5728
H  -1.8959  -0.2934  2.6100
H  3.4329  0.7372  -1.6147
H  0.3466  -3.5889  -0.1531
H  -1.1820  -1.4857  0.5673
H  -1.7875  2.2725  1.1675
H  2.1599  0.9999  0.9111
H  0.6320  -1.7124  -1.7316
H  -5.3665  -0.0162  -1.5832
H  0.2308  3.1217  0.6106
H  -3.2465  0.8755  2.5356
H  3.7704  -2.2690  2.0263

Results
**Gap between HOMO and LUMO**: 9.85 eV
**SMILES**: O=C(CNS(=O)(=O)Cc1ccccc1)NCc1ccccc1
**HOMO level**: -9.1 eV
**2S+1**: 1
**Lowest unoccupied orbital energy**: 0.74 eV
**Energy relative to the best compared isomer or geometry (same formula, charge and spin)**: 1.279 eV

Results of the Löwdin charge analysis, in e, for atoms 1 through 2: 0.65, 0.06

7 unconnected molecules or ions with the total composition C48H90BrN9. Source: the OMol25 dataset; level of theory: the ωB97M-V functional and the def2-TZVPD basis.

Geometry (Å):
Br  -0.7040  6.6330  0.0919
N  -2.6485  4.4280  3.2099
N  -8.6079  0.2464  -3.1324
N  0.1065  1.4599  -3.0554
N  0.0627  -2.0010  4.6382
N  4.9682  3.5105  -0.0542
N  5.0202  -1.3631  3.0469
N  -2.3413  -3.8570  -0.6191
N  -6.4435  0.2817  -3.4628
N  7.0117  3.0537  0.6319
C  1.0585  0.2848  -2.5302
C  -0.4976  3.8057  -2.5400
C  8.3664  3.2497  1.1797
C  -9.9287  -0.0248  -2.6487
C  4.6276  -2.1749  0.7018
C  -1.9375  2.8029  4.8885
C  5.2932  2.2646  -0.5016
C  1.4152  -0.8122  -3.5733
C  0.4962  -3.4577  4.8550
C  -7.0318  1.1256  -4.4313
C  -0.5014  -0.2902  3.1072
C  -1.9611  -3.5485  -3.2046
C  3.5774  -1.5609  3.4716
C  -0.1574  2.4182  -1.8919
C  -1.6077  -2.5861  -0.0381
C  -0.0079  -1.5825  3.3456
C  0.6715  2.3395  -4.1288
C  5.9112  -0.1543  4.9548
C  -3.8543  -3.5644  -0.8199
C  -7.4221  -0.2091  -2.6611
C  -1.9573  3.7941  2.2251
C  -4.4971  -3.7248  0.5270
C  -8.4283  1.0079  -4.2746
C  -2.3154  -4.9220  0.4673
C  -1.2999  -4.1003  -4.4980
C  0.0203  3.7139  -3.9815
C  5.9884  -1.4585  4.1947
C  -3.4688  5.5959  2.8858
C  -0.6197  0.1268  5.4765
C  -1.2460  2.0254  3.8797
C  5.3811  -2.4777  2.0447
C  4.8111  -3.3132  -0.3138
C  5.3789  0.0820  2.5587
C  -1.2286  2.6090  2.5729
C  6.5484  1.9585  -0.0543
C  5.9296  3.8708  0.7956
C  -0.8071  0.5938  4.1507
C  -1.7218  -4.4164  -1.9330
C  -5.0751  0.0296  -3.3141
C  -1.2260  0.8546  -3.4541
C  -3.4399  -4.4244  1.4558
C  -10.6014  -1.0664  -3.5106
C  3.6498  4.2998  -0.3041
C  5.8358  0.8257  3.8073
C  2.4810  -1.6881  -2.9778
C  -0.1445  -1.1918  5.7253
C  3.4797  4.7525  -1.7600
C  -2.6445  3.9239  4.4748
H  1.6947  -0.3406  -4.5154
H  0.6061  -1.5106  -3.7871
H  -0.7986  3.8958  -4.6775
H  1.7190  2.3150  -3.8285
H  -4.7618  -2.8207  1.0753
H  -1.1422  0.4134  -4.4473
H  -3.1894  -3.6359  2.1655
H  6.7708  1.3857  3.7904
H  -2.0121  1.6041  -3.5461
H  -2.6631  -5.7672  -0.1268
H  5.5833  -2.3158  4.7323
H  -0.3252  -3.6492  -4.6838
H  -1.5862  3.7744  -2.5868
H  -2.1624  -2.2632  0.8429
H  -3.0253  -3.5254  -3.4393
H  0.3479  -2.3193  2.6406
H  -4.7810  -0.3339  -2.3295
H  0.5604  0.0082  -1.6009
H  -0.5679  0.1163  2.1088
H  -4.3045  5.7218  3.5743
H  -1.5182  0.0418  -2.7892
H  -1.5681  -2.5473  -3.0284
H  6.9919  -1.5260  3.7745
H  4.5214  -4.3046  0.0345
H  -10.4395  0.9328  -2.5474
H  4.9388  -1.2017  0.3221
H  -0.1016  4.6458  -1.9696
H  -0.8203  0.8378  6.2643
H  -1.3394  -5.2011  0.8645
H  6.0721  4.8168  1.2968
H  -7.3421  -0.9921  -1.9216
H  -4.5444  0.9711  -3.4558
H  3.5679  -1.9740  0.8598
H  4.5272  1.7195  -1.0332
H  6.7780  0.0143  5.5939
H  4.5219  0.5157  2.0433
H  1.5856  -3.4250  4.8402
H  3.1372  -0.7134  3.9970
H  -1.9643  4.2170  1.2313
H  -10.0117  -0.4357  -1.6425
H  2.9165  -1.8067  2.6405
H  0.0759  -4.0501  4.0423
H  -0.5839  -2.8798  0.1937
H  7.1279  1.0511  -0.1388
H  5.0216  1.5318  3.9702
H  -6.4638  1.6896  -5.1563
H  8.8454  2.2777  1.2971
H  2.0261  0.6960  -2.2423
H  0.7235  4.5393  -4.0921
H  5.0714  -3.4189  2.4988
H  9.1324  3.7335  0.5737
H  -4.2469  -4.3046  -1.5171
H  -1.8935  -3.9498  -5.3997
H  -3.8698  -5.2588  2.0100
H  8.3117  3.9083  2.0465
H  -4.0505  -2.5523  -1.1738
H  -1.0418  -5.1589  -4.4688
H  -9.9819  -1.9629  -3.4865
H  3.3369  5.8285  -1.8601
H  0.8593  2.4909  -1.5056
H  4.1814  -3.0552  -1.1653
H  -5.3595  -4.3855  0.4388
H  0.6413  1.9467  -5.1452
H  -2.0487  -5.4527  -2.0187
H  -9.1864  1.5194  -4.8490
H  5.7876  -3.3997  -0.7904
H  -11.5208  -1.3833  -3.0184
H  0.0455  -1.7326  6.6407
H  2.5546  4.2788  -2.0881
H  -10.7906  -0.7382  -4.5327
H  3.3441  -1.0360  -2.8439
H  -3.2320  4.4976  5.1763
H  -3.9159  5.5276  1.8940
H  2.8153  3.6166  -0.1465
H  0.0544  -3.7949  5.7927
H  -0.8084  2.0119  -1.1178
H  -0.8307  2.0592  1.7328
H  2.2288  -2.1348  -2.0161
H  -2.0785  2.5855  5.9369
H  4.9748  -0.0679  5.5059
H  3.7193  -2.4301  4.1139
H  3.6670  5.1588  0.3666
H  2.8218  -2.5211  -3.5926
H  6.4557  -2.4794  1.8621
H  -0.6462  -4.4158  -1.7568
H  6.2727  -0.0383  1.9466
H  -1.7079  -1.7373  -0.7145
H  4.1871  4.3519  -2.4861
H  -2.7412  6.4051  2.9477
H  -4.8724  -0.7028  -4.0955

Results
**Gap between HOMO and LUMO**: 3.00 eV
**HOMO level**: -17.4 eV
**2S+1**: 1
**Net charge**: +6
**Lowest unoccupied orbital energy**: -14.43 eV

Results of the Löwdin charge analysis, in e, for atoms 1 through 2: -0.51, -0.07

A molecular structure, C10H28N8O14Zn2. Source: the OMol25 dataset; level of theory: the ωB97M-V functional and the def2-TZVPD basis.

Geometry (Å):
Zn  -0.1532  -2.3887  1.2603
Zn  1.6598  1.2043  2.2404
O  -1.2337  -0.1286  -0.0685
O  -2.8165  -1.5145  -3.3929
O  2.8480  -3.8334  -5.4452
O  -4.9644  -0.6779  -1.2015
O  1.5762  -2.9590  3.2447
O  1.1849  3.1110  4.6597
O  1.0157  -1.2398  3.5788
O  2.8142  -1.2120  3.5327
O  -0.2238  -4.4220  -1.2085
O  0.6028  0.0293  -0.1040
O  -0.4551  1.6479  0.4889
O  -4.6795  4.5803  3.8570
O  4.1570  2.7712  0.7878
O  2.8657  -1.1317  -5.0932
N  -0.3900  3.4863  6.1530
N  -1.3924  -6.2714  -1.0370
N  -3.7785  2.6063  3.2694
N  1.4746  4.6189  6.3340
N  5.6523  4.2557  0.2566
N  4.2292  3.6926  -1.1887
N  -0.7021  -5.6017  -3.0193
N  -3.6640  4.1704  1.8433
C  -5.1492  -0.8907  -2.5364
C  4.6972  3.4873  0.0004
C  3.3427  -3.4066  -4.1219
C  -0.7077  -5.3681  -1.6758
C  -3.9745  3.8905  3.1057
C  1.9402  -1.9968  3.8833
C  -0.4081  0.7089  -0.3207
C  -4.2026  -1.9065  -3.2577
C  0.7438  3.8010  5.6046
C  2.9826  -1.9532  -3.9306
H  4.3463  4.5792  -1.6583
H  1.9803  -0.7622  -5.0589
H  4.4296  -3.4888  -4.1200
H  -0.7641  -6.5531  -3.3525
H  3.3461  3.2026  -1.1970
H  -6.2251  -1.0612  -2.5757
H  2.4213  4.8611  6.0789
H  -3.1095  2.1380  2.6750
H  1.1673  5.2687  7.0436
H  2.9225  -3.9416  -3.2703
H  -0.1343  -4.9686  -3.5641
H  -3.9271  5.0675  1.4611
H  3.4479  -3.3120  -5.9836
H  -4.9255  0.0020  -3.1205
H  5.8818  4.1416  1.2336
H  -4.0076  -0.6621  -1.1248
H  -4.1781  -2.8286  -2.6771
H  -4.2471  1.9659  3.8942
H  1.9561  -2.0163  -3.5695
H  -2.4541  -1.3272  -2.5238
H  -2.1375  -6.7093  -1.5597
H  3.4709  -1.4059  -3.1244
H  -2.9713  3.5786  1.4074
H  -1.4239  -6.2311  -0.0283
H  -4.5251  -1.9456  -4.2982
H  -0.9350  2.7128  5.7995
H  6.1279  4.8312  -0.4235
H  -0.4243  3.7053  7.1383

Results
**Gap between HOMO and LUMO**: 3.98 eV
**HOMO level**: -7.2 eV
**2S+1**: 1
**Lowest unoccupied orbital energy**: -3.23 eV
**Energy relative to the best compared isomer or geometry (same formula, charge and spin)**: 13.410 eV

Results of the Löwdin charge analysis, in e, for atoms 1 through 2: 0.86, 1.01

A molecular structure, C21H42BNO3OsP2. Source: the OMol25 dataset; level of theory: the ωB97M-V functional and the def2-TZVPD basis.

Geometry (Å):
Os  -0.0884  -0.7057  -0.7251
P  2.2084  -0.9427  -0.9221
P  -2.4260  -0.6984  -0.6084
O  -0.4268  -2.4312  0.1157
O  0.9938  0.3460  1.9012
O  -0.7507  1.6878  1.1234
N  -0.1358  0.1876  -2.2702
C  -1.4585  1.3479  3.4385
C  -3.1413  -0.6185  1.0616
C  1.9933  2.5529  2.1719
C  0.9776  1.5405  2.7048
C  -0.1289  0.4407  -4.6541
C  1.3776  1.1657  4.1184
C  2.9957  0.4110  -1.8898
C  -0.0958  1.2893  -5.7377
C  -0.7127  3.5448  2.6602
C  -0.4969  2.0544  2.4951
C  2.8976  -2.3974  -1.7696
C  -3.1790  0.7615  -1.4047
C  -0.0791  2.6751  -5.5616
C  0.0449  -4.7256  0.4203
C  3.2124  -0.9386  0.5947
C  -0.0949  3.2324  -4.2712
C  -0.1301  2.4059  -3.1636
C  0.1526  -3.3346  1.0474
C  -0.5686  -3.2889  2.3951
C  -3.3939  -2.0640  -1.3210
C  -0.1375  0.9911  -3.3293
B  0.0656  0.5696  0.8623
H  -4.4620  -1.8280  -1.1790
H  -0.3045  -5.4613  1.1494
H  0.7534  0.3587  4.5168
H  -2.8095  -1.4795  1.6537
H  -2.8365  0.3139  1.5483
H  -0.7394  -2.2663  2.7476
H  -0.1450  -0.6500  -4.7314
H  -0.1205  4.1461  1.9633
H  -0.0495  3.3355  -6.4300
H  -4.2528  0.7640  -1.1642
H  -0.1448  2.7811  -2.1348
H  2.8704  -1.7372  1.2596
H  0.0436  -3.8087  3.1428
H  -3.1402  -2.9992  -0.8057
H  1.9949  3.4389  2.8233
H  2.7270  0.3095  -2.9494
H  -3.0371  0.6883  -2.4897
H  -2.4842  1.6726  3.2258
H  -1.5394  -3.7972  2.3211
H  2.6552  1.3899  -1.5301
H  1.3276  2.0313  4.7966
H  3.0108  2.1364  2.1936
H  -1.3978  0.2549  3.3427
H  4.2586  -1.1212  0.3158
H  -0.4558  3.8547  3.6832
H  2.4170  0.8161  4.1198
H  1.0113  -5.0415  0.0250
H  2.5346  -2.4310  -2.8035
H  -2.7043  1.6749  -1.0265
H  -3.1688  -2.1547  -2.3909
H  3.1224  0.0183  1.1163
H  -1.7715  3.7838  2.5013
H  -0.0761  4.3079  -4.1300
H  -0.0782  0.8590  -6.7469
H  2.5923  -3.3101  -1.2456
H  -0.6702  -4.7051  -0.4056
H  4.0900  0.3450  -1.7870
H  1.7676  2.8789  1.1437
H  1.2197  -3.0774  1.2198
H  -4.2340  -0.6441  0.9397
H  -1.2451  1.6121  4.4848
H  3.9964  -2.3178  -1.7664

Results
**Gap between HOMO and LUMO (alpha / beta)**: 3.38 / 5.33 eV
**HOMO level (alpha / beta)**: -2.9 / -7.6 eV
**2S+1**: 5
**Lowest unoccupied orbital energy (alpha / beta)**: 0.47 / -2.27 eV
**Energy relative to the best compared isomer or geometry (same formula, charge and spin)**: 0.000 eV

Results of the Löwdin charge analysis, in e, for atoms 1 through 2: 1.19, 0.69

Respective largest force on an atom values: 1.04, 3.82, 10.95, 3.49 eV/A.
Respective energy values: -1353.932523, -4947.301874, -5447.288635, -1904.019633 Eh.